(1)
C30H39F9N5O3P2SSeSn | ωB97M-V with the def2-TZVPD basis set

```
91
Properties=species:S:1:pos:R:3:forces:R:3:lowdin_charge:R:1
Sn -0.11318 0.16578 0.15648 0.16 0.07 -0.16 1.289
C 0.34941 0.64206 -4.95708 0.03 -0.04 -0.06 -0.290
P -0.32380 1.14548 -3.32936 0.02 -0.01 -0.01 0.812
C 0.21679 2.89598 -3.27497 0.06 0.04 0.02 -0.276
C -2.10401 1.36622 -3.76281 -0.03 0.01 -0.04 -0.441
C -2.94994 1.80024 -2.56533 -0.08 0.03 -0.03 -0.425
P -2.90520 0.62425 -1.15062 0.07 0.08 0.03 0.789
C -4.25305 1.29658 -0.11719 -0.06 0.01 0.07 -0.266
C -3.68823 -0.86735 -1.86334 -0.03 -0.06 -0.03 -0.267
H 0.09417 1.33929 -5.75789 -0.02 0.03 0.03 0.046
H -0.02329 -0.34849 -5.22096 0.00 0.00 0.01 0.037
H 1.43654 0.57645 -4.88722 0.00 0.01 -0.01 0.026
H -0.06907 3.44383 -4.17563 -0.02 -0.02 -0.01 0.051
H 1.30330 2.93538 -3.17200 -0.02 0.00 0.00 0.031
H -0.20164 3.39707 -2.40230 -0.01 -0.01 0.02 0.019
H -2.46829 0.41182 -4.15406 0.01 0.00 0.01 0.069
H -2.21196 2.09504 -4.57191 0.05 0.00 0.00 0.087
H -3.99216 1.93715 -2.87127 0.01 -0.01 0.02 0.087
H -2.60673 2.76695 -2.18434 0.01 -0.01 0.01 0.077
H -5.17612 1.44184 -0.68161 0.02 -0.02 -0.03 0.052
H -3.94371 2.25615 0.30060 0.01 0.00 0.00 0.045
H -4.45621 0.61722 0.71337 0.00 0.01 0.00 0.028
H -4.60466 -0.62993 -2.40817 0.01 0.02 0.01 0.054
H -3.93266 -1.56773 -1.06209 0.01 0.01 0.02 0.032
H -2.99405 -1.36893 -2.53862 0.01 0.00 0.00 0.037
Se -5.61158 -4.62439 3.94116 0.11 0.21 -0.24 1.159
N -5.14222 -2.90607 4.08051 -0.04 -0.20 0.15 -0.215
C -4.18803 -2.69769 3.21698 -0.04 0.00 -0.03 -0.341
C -3.52890 -1.40888 3.04863 0.05 0.07 -0.03 -0.080
C -3.88077 -0.29108 3.80876 0.06 0.01 -0.04 0.029
C -3.21834 0.89332 3.58764 -0.02 -0.01 0.01 -0.002
C -2.21941 0.93370 2.61940 0.01 -0.02 0.00 -0.109
N -1.86372 -0.12590 1.90306 -0.01 0.04 0.02 0.015
C -2.51008 -1.28903 2.10043 -0.03 -0.01 0.05 -0.162
C -2.11813 -2.44175 1.26981 -0.02 -0.10 -0.01 -0.171
N -1.13890 -2.24541 0.37693 -0.11 0.04 0.11 0.031
C -0.76289 -3.24644 -0.40599 0.04 0.01 -0.03 -0.104
C -1.35177 -4.50840 -0.33835 -0.01 -0.03 0.00 -0.014
C -2.35372 -4.72859 0.57978 0.03 0.04 0.01 0.023
C -2.75166 -3.67958 1.41147 0.06 0.04 -0.10 -0.084
C -3.80286 -3.82340 2.40832 -0.06 0.01 -0.01 -0.343
N -4.44698 -4.93646 2.62249 -0.06 -0.11 0.21 -0.215
H -4.66580 -0.37830 4.54771 -0.01 -0.02 0.00 0.126
H -3.45694 1.78950 4.14228 0.00 0.00 0.00 0.123
H -1.68824 1.84488 2.38863 0.00 0.01 0.01 0.089
H 0.04775 -3.02870 -1.09111 0.00 0.00 -0.01 0.093
H -1.01653 -5.29455 -0.99990 0.00 0.00 0.00 0.116
H -2.83921 -5.69086 0.67324 -0.01 0.00 0.01 0.124
F 1.60604 4.05354 3.45410 0.05 0.04 0.01 0.188
C 0.66366 3.24123 2.98078 0.00 -0.06 0.04 -0.540
F 0.94369 1.99858 3.40996 -0.01 0.02 -0.01 0.133
F -0.50053 3.58545 3.55388 -0.04 0.01 -0.01 0.164
C 0.54588 3.26235 1.42338 0.05 0.02 -0.16 -0.321
O -0.11953 2.18876 0.96762 -0.30 -0.12 0.15 -0.343
C 1.98129 3.30109 0.81621 0.07 0.01 0.04 -0.546
F 2.75122 2.37467 1.41410 0.04 -0.02 0.00 0.157
F 2.58825 4.48138 0.93750 -0.02 0.03 0.01 0.186
F 1.94876 2.99063 -0.48571 -0.03 0.00 -0.04 0.143
C -0.23424 4.54452 1.00248 -0.03 0.11 -0.01 -0.548
F -1.54423 4.38414 1.22584 0.01 -0.02 0.00 0.160
F 0.16086 5.63973 1.65707 0.03 -0.01 0.02 0.180
F -0.08467 4.77410 -0.30931 0.02 -0.01 -0.03 0.163
C 2.31945 -0.75256 4.32838 -0.03 -0.06 0.01 -0.225
S 0.94279 -1.21135 3.27929 0.17 -0.03 0.04 0.869
C 1.35450 -2.94031 3.06527 -0.04 -0.04 0.09 -0.226
O 1.26204 -0.58140 1.94074 -0.07 0.01 -0.04 -0.679
H 3.24598 -0.98634 3.80646 0.00 -0.01 -0.02 0.071
H 2.24772 -1.30420 5.26535 -0.01 -0.01 0.00 0.067
H 2.25207 0.31485 4.52040 -0.04 0.00 -0.03 0.047
H 2.36675 -3.02920 2.67434 0.01 0.05 0.00 0.071
H 0.64490 -3.35604 2.35259 -0.03 0.02 -0.01 0.040
H 1.25431 -3.44896 4.02443 0.02 0.00 -0.01 0.066
O 1.84625 -1.81270 -1.22717 0.04 -0.01 -0.02 -0.061
C 2.92505 -1.33150 -1.58257 0.01 -0.02 0.04 -0.467
C 3.11300 0.17143 -1.58764 -0.09 0.01 -0.02 -0.126
C 4.11344 0.74816 -2.58339 0.01 0.00 -0.03 -0.190
C 5.56170 0.67028 -2.11010 0.01 0.01 -0.01 -0.196
C 5.91076 -0.69467 -1.51850 0.05 -0.02 0.01 -0.182
C 5.31912 -1.85601 -2.30679 0.02 -0.01 -0.01 -0.171
N 3.92776 -2.14972 -1.96465 -0.02 -0.02 -0.02 0.088
H 3.35140 0.47728 -0.56306 0.01 0.00 -0.01 0.124
H 2.11530 0.56307 -1.79528 0.02 -0.01 0.02 0.041
H 3.85073 1.78961 -2.77871 0.01 0.00 0.02 0.109
H 4.00212 0.22894 -3.54045 0.00 0.00 0.00 0.113
H 5.74911 1.44496 -1.36306 -0.01 0.00 0.01 0.115
H 6.22450 0.88609 -2.95123 0.00 0.00 0.00 0.115
H 5.56666 -0.77016 -0.48361 -0.02 0.00 0.00 0.116
H 6.99512 -0.81201 -1.48665 0.00 0.01 -0.01 0.114
H 5.87619 -2.76641 -2.08688 -0.01 0.01 0.00 0.121
H 5.42075 -1.67753 -3.38193 0.00 0.01 0.01 0.122
H 3.66075 -3.12205 -1.94702 0.01 0.00 0.00 0.144
```
Forces are in eV/Å.

Computed properties:
Total charge ... +1
Orbital gap ... 6.98 eV
Highest occupied orbital energy ... -10.22 eV
Energy above the lowest of the compared OMol25 structures with the same formula, charge and spin ... 0.0 kJ/mol

=====

(2)
C30H39FGeInN4Si | ωB97M-V with the def2-TZVPD basis set

```
77
Properties=species:S:1:pos:R:3:forces:R:3:lowdin_charge:R:1
In -0.40801 -0.58053 -0.14954 0.08 0.12 -0.02 0.871
C -1.96113 -0.24562 3.14054 0.05 -0.03 -0.01 -0.014
C -0.46972 -0.29667 3.23987 0.07 -0.01 -0.14 -0.278
C 0.10225 -0.47889 4.49828 -0.05 -0.01 0.05 -0.004
C 1.46762 -0.53414 4.62766 0.07 -0.02 0.07 -0.016
C 2.25206 -0.35592 3.49800 0.05 -0.02 0.11 0.004
C 1.63465 -0.15391 2.28304 -0.04 0.16 -0.32 -0.181
N 0.29139 -0.16444 2.14104 0.02 -0.16 0.21 0.116
C 2.44785 0.12888 1.05804 -0.25 -0.08 0.06 -0.168
C 3.81161 0.36993 1.12000 0.08 0.03 0.02 0.019
C 4.49517 0.61655 -0.05522 0.05 0.00 -0.01 -0.008
C 3.81339 0.60216 -1.25693 0.10 0.04 -0.02 0.020
C 2.44959 0.35043 -1.25171 -0.20 -0.01 -0.03 -0.173
N 1.79575 0.14937 -0.10547 0.13 -0.10 0.01 0.086
C 1.65227 0.30503 -2.51620 -0.02 0.06 0.33 -0.193
C 2.29109 0.25855 -3.73676 0.08 0.00 -0.13 0.003
C 1.52599 0.28057 -4.89288 0.06 0.00 -0.05 -0.020
C 0.16116 0.37100 -4.77606 -0.06 0.01 -0.06 -0.002
C -0.42821 0.39383 -3.51178 0.11 0.00 0.13 -0.271
C -1.91578 0.51210 -3.42253 -0.04 -0.03 0.02 -0.008
N 0.31123 0.33133 -2.39531 -0.03 -0.04 -0.18 0.123
H -2.34452 0.51595 3.82089 -0.01 0.00 0.00 0.108
H -2.38679 -1.20103 3.45394 0.04 -0.01 0.02 0.095
H -2.30375 -0.02424 2.13620 0.09 0.04 0.04 0.031
H -0.54738 -0.58634 5.35691 0.01 0.01 -0.02 0.130
H 1.92770 -0.70062 5.59284 -0.01 0.00 -0.01 0.124
H 3.32694 -0.38119 3.58048 -0.01 0.00 0.00 0.111
H 4.33590 0.38840 2.06222 0.00 0.00 -0.02 0.113
H 5.55768 0.82115 -0.03408 -0.03 0.00 0.00 0.125
H 4.33813 0.80634 -2.17710 0.00 0.00 0.03 0.114
H 3.36585 0.19570 -3.80410 -0.02 -0.01 0.00 0.111
H 1.99988 0.24025 -5.86480 -0.01 0.00 0.01 0.122
H -0.47343 0.41916 -5.65110 0.01 0.00 0.01 0.128
H -2.24144 1.42081 -3.93148 0.00 0.00 0.01 0.105
H -2.26620 0.54165 -2.39799 0.03 0.01 0.06 0.038
H -2.38729 -0.32835 -3.93345 -0.02 -0.02 -0.02 0.094
C -3.07315 -2.68704 -0.27925 0.09 -0.22 -0.04 -0.171
Si -3.74289 -0.96301 -0.16495 0.11 0.22 -0.04 0.378
C -4.80862 -0.67627 -1.66167 -0.14 0.02 -0.18 -0.153
C -4.78690 -0.88089 1.37247 -0.12 -0.03 0.25 -0.152
N -2.36462 0.13420 -0.08849 -0.15 0.55 -0.04 -0.184
C -2.56873 1.52322 0.00363 -0.15 -0.23 0.01 -0.305
C -3.83495 2.13387 0.03274 0.06 0.00 0.01 -0.041
C -3.99368 3.50878 0.12064 0.02 -0.03 0.00 -0.074
C -2.89573 4.35269 0.18502 0.02 0.03 0.00 -0.083
C -1.62604 3.79508 0.16208 -0.04 -0.01 0.00 -0.009
C -1.51000 2.42919 0.07548 0.03 -0.06 -0.02 -0.211
F -0.23870 1.90060 0.05427 -0.01 0.13 0.04 -0.005
H -3.89696 -3.38646 -0.10608 0.04 0.01 -0.05 0.059
H -2.31746 -2.88955 0.48034 -0.02 -0.03 0.01 -0.013
H -2.64319 -2.91234 -1.25829 0.00 -0.01 0.04 0.040
H -5.68050 -1.33648 -1.61822 0.04 0.03 0.01 0.047
H -4.25527 -0.92885 -2.56616 -0.03 -0.01 -0.07 0.020
H -5.17419 0.34556 -1.76709 0.00 -0.03 -0.03 0.034
H -5.67024 -1.51441 1.24880 0.03 0.03 -0.01 0.047
H -5.13122 0.12103 1.63152 0.01 -0.03 0.02 0.037
H -4.22451 -1.27006 2.22382 -0.14 -0.01 -0.02 0.016
H -4.71928 1.51739 -0.01348 -0.02 0.02 0.00 0.076
H -4.99455 3.92033 0.13930 0.01 -0.01 0.00 0.110
H -3.02114 5.42442 0.25252 0.01 -0.02 0.00 0.107
H -0.72887 4.39840 0.20971 -0.01 -0.01 0.00 0.123
C 2.19227 -4.59347 0.54880 0.11 -0.06 0.07 -0.220
Ge 0.30425 -4.16161 0.31635 0.13 -0.05 -0.05 0.718
C -0.58128 -5.55325 -0.71377 -0.08 -0.12 0.00 -0.210
C -0.44808 -4.06792 2.11406 -0.01 0.06 0.14 -0.208
C 0.28338 -2.50777 -0.72466 -0.05 0.08 -0.21 -0.375
H 2.30682 -5.58919 0.97991 0.04 0.02 0.00 0.024
H 2.66062 -3.87632 1.22798 0.02 -0.02 -0.03 0.015
H 2.72515 -4.56757 -0.40292 -0.02 -0.01 0.02 0.022
H -0.42206 -6.53529 -0.26507 0.00 0.04 -0.01 0.025
H -0.18375 -5.57249 -1.72927 -0.02 -0.01 0.00 0.026
H -1.65559 -5.37162 -0.76160 0.01 -0.01 -0.04 0.012
H -0.16516 -4.98837 2.62818 -0.04 0.03 0.05 0.029
H -1.53441 -3.99570 2.12757 -0.02 0.00 0.03 0.011
H -0.02790 -3.22996 2.67689 -0.01 -0.01 -0.01 0.007
H -0.23843 -2.68916 -1.67070 0.04 -0.12 0.05 -0.007
H 1.32871 -2.31272 -0.98120 -0.02 -0.05 -0.08 -0.016
```
Forces are in eV/Å.

Computed properties:
Total charge ... +1
Orbital gap ... 7.03 eV
Highest occupied orbital energy ... -10.24 eV